Run i
DFT (the ωB97M-V functional and the def2-TZVPD basis) results for an isolated molecule of C3H8N2OS.

Total charge ... 0
SMILES ... NC(=O)[C@@H](N)CS
HOMO energy ... -9.057 eV

Structure (XYZ):
```
15
C3H8N2OS | the Open Molecules 2025 dataset | the ωB97M-V functional and the def2-TZVPD basis
S 2.236 1.012 1.454
O -1.175 -0.913 -1.801
N -2.123 0.108 0.049
N 1.280 -1.022 -0.758
C 0.691 0.984 0.535
C -1.094 -0.399 -0.648
C 0.270 -0.444 0.051
H 0.175 -0.989 0.955
H 0.795 1.527 -0.505
H -0.131 1.571 1.109
H 1.449 -0.655 -1.814
H -2.045 0.926 0.576
H -3.067 -0.018 -0.521
H 1.025 -1.970 -1.106
H 1.714 0.284 2.422
```

Run ii
DFT (the ωB97M-V functional and the def2-TZVPD basis) results for an isolated molecule of C3H8N2OS.

Total charge ... 0
SMILES ... [H]/N=C\NOCCS
HOMO energy ... -9.198 eV

Structure (XYZ):
```
15
C3H8N2OS | the Open Molecules 2025 dataset | the ωB97M-V functional and the def2-TZVPD basis
S -1.931 -1.119 0.007
O 0.458 0.218 0.803
N 0.904 -0.918 0.121
N 2.984 -0.050 -0.218
C 2.302 -1.023 0.116
C -0.264 1.065 -0.079
C -1.762 0.602 0.030
H -3.443 -1.077 -0.059
H 0.148 0.842 -1.136
H -0.470 2.085 0.264
H 2.607 -2.029 -0.071
H -2.291 1.039 -0.965
H -2.174 1.233 0.927
H 0.368 -1.684 0.459
H 2.564 0.815 -0.199
```

Run iii
DFT (the ωB97M-V functional and the def2-TZVPD basis) results for an isolated molecule of C3H8N2OS.

Total charge ... 0
SMILES ... [H]/N=C(/NO)[C@@H](C)S
HOMO energy ... -9.280 eV

Structure (XYZ):
```
15
C3H8N2OS | the Open Molecules 2025 dataset | the ωB97M-V functional and the def2-TZVPD basis
S -0.568 1.750 1.062
O -0.747 -1.513 1.925
N -0.553 -1.021 -1.565
N -1.241 -1.395 0.639
C 0.397 0.422 0.247
C 1.400 1.029 -0.735
C -0.437 -0.697 -0.334
H 0.890 -0.087 1.061
H -1.384 -1.015 2.488
H 2.117 0.312 -1.126
H -1.432 1.824 0.061
H 0.105 -0.553 -2.121
H 0.797 1.473 -1.542
H 2.027 1.770 -0.246
H -1.372 -2.300 0.184
```

The most stable of them is run i.

Run i
DFT (the ωB97M-V functional and the def2-TZVPD basis) results for an isolated molecule of C3H8N2OS.

Total charge ... 0
SMILES ... [H]/N=C\NSCOC
HOMO energy ... -8.926 eV

Structure (XYZ):
```
15
C3H8N2OS | the Open Molecules 2025 dataset | the ωB97M-V functional and the def2-TZVPD basis
S -0.446 1.293 -0.109
O 1.833 -0.336 -0.479
N -2.604 -0.767 0.952
N -1.074 -0.231 -0.864
C -2.167 -0.884 -0.270
C 1.172 0.513 0.472
C 2.951 -0.865 0.236
H 3.602 -1.311 -0.466
H -2.391 0.091 1.449
H 1.737 1.565 0.775
H 0.859 0.002 1.448
H 2.606 -1.697 0.929
H 3.347 0.102 0.801
H -2.532 -1.798 -0.900
H -0.738 -0.557 -1.704
```

Run ii
DFT (the ωB97M-V functional and the def2-TZVPD basis) results for a 2-piece molecular cluster, C3H8N2OS overall.

Total charge ... 0
HOMO energy ... -7.743 eV

Structure (XYZ):
```
15
C3H8N2OS | the Open Molecules 2025 dataset | the ωB97M-V functional and the def2-TZVPD basis
S -1.232 2.615 -0.847
O 1.413 0.644 1.782
N -0.416 -0.132 -1.151
N -0.111 1.855 0.043
C -0.009 0.391 -0.079
C -0.598 -1.564 -0.865
C 0.875 -0.261 0.913
H -1.758 0.802 -1.826
H 1.601 -0.737 0.388
H 0.450 -2.255 -1.229
H 0.304 -0.935 1.576
H -0.350 2.024 1.069
H 1.999 1.525 1.417
H -1.294 -2.114 -1.474
H -0.875 -1.858 0.284
```

Run iii
DFT (the ωB97M-V functional and the def2-TZVPD basis) results for an isolated molecule of C3H8N2OS.

Total charge ... 0
SMILES ... [H]/N=C\NOCCS
HOMO energy ... -9.146 eV

Structure (XYZ):
```
15
C3H8N2OS | the Open Molecules 2025 dataset | the ωB97M-V functional and the def2-TZVPD basis
S 1.512 0.540 -2.088
O -0.010 -0.691 0.483
N 0.608 0.415 1.074
N -1.050 0.373 2.766
C -0.004 0.847 2.231
C -0.066 -0.399 -1.968
C -0.806 -0.316 -0.627
H -1.250 -0.448 2.152
H 2.271 -0.472 -1.674
H -1.156 0.714 -0.439
H 1.589 0.279 0.893
H -1.639 -1.057 -0.627
H -0.716 0.076 -2.755
H 0.557 1.608 2.808
H 0.162 -1.468 -2.230
```

The most stable of them is run iii.

Run i
DFT (the ωB97M-V functional and the def2-TZVPD basis) results for C5H8N2O as an isolated structure.

Total charge ... 0
HOMO energy ... -9.486 eV

Structure (XYZ):
```
16
C5H8N2O | the Open Molecules 2025 dataset | the ωB97M-V functional and the def2-TZVPD basis
O 0.191 2.059 -0.006
N -0.061 -0.951 -1.389
N -0.120 -0.068 1.863
C 0.049 0.872 -0.654
C 0.969 -0.234 -0.496
C -1.130 -0.213 -0.637
C -0.825 -0.944 0.759
C 0.628 -1.020 0.845
H 1.189 2.536 0.016
H 1.926 -0.568 -0.877
H 1.428 -1.701 1.245
H 0.275 1.109 -1.679
H 0.095 -0.459 -2.375
H -1.277 -1.902 1.140
H 0.129 0.866 1.175
H -2.163 0.014 -0.803
```

Run ii
DFT (the ωB97M-V functional and the def2-TZVPD basis) results for an isolated molecule of C5H8N2O.

Total charge ... 0
SMILES ... O[C@]12CN=CN[C@@H]1C2
HOMO energy ... -8.743 eV

Structure (XYZ):
```
16
C5H8N2O | the Open Molecules 2025 dataset | the ωB97M-V functional and the def2-TZVPD basis
O -0.916 1.373 -0.160
N -0.659 -0.691 1.201
N -0.945 -1.035 -1.217
C 0.242 0.811 -0.273
C -1.182 -1.270 -0.021
C 1.135 1.337 0.868
C 0.225 -0.023 -1.568
C 0.553 -0.096 0.887
H -0.339 -1.769 1.791
H 1.300 -0.857 0.746
H -1.631 0.785 -0.272
H 2.217 1.466 0.642
H 1.060 -0.612 -1.915
H 0.859 2.207 1.533
H -0.125 0.565 -2.416
H -1.792 -2.190 0.174
```

Run iii
DFT (the ωB97M-V functional and the def2-TZVPD basis) results for a 2-piece molecular cluster, C5H8N2O overall.

Total charge ... 0
HOMO energy ... -8.416 eV

Structure (XYZ):
```
16
C5H8N2O | the Open Molecules 2025 dataset | the ωB97M-V functional and the def2-TZVPD basis
O 3.630 2.019 -0.002
N 2.824 -0.831 -0.036
N 1.725 -0.711 -0.343
C -0.830 1.199 -0.235
C -1.852 -1.038 0.498
C 3.646 1.132 0.714
C -0.542 -0.254 0.216
C 0.536 -0.907 -0.649
H -1.436 1.882 0.358
H 0.155 1.536 -0.489
H -1.866 -2.164 0.686
H -2.395 -0.455 1.215
H -1.316 1.105 -1.152
H -2.570 -0.994 -0.373
H 0.376 -1.357 -1.669
H -0.084 -0.159 1.263
```

Run iv
DFT (the ωB97M-V functional and the def2-TZVPD basis) results for a 2-piece molecular cluster, C5H8N2O overall.

Total charge ... 0
SMILES ... [H]/N=C(/C)C=O.CC#N
HOMO energy ... -9.782 eV

Structure (XYZ):
```
16
C5H8N2O | the Open Molecules 2025 dataset | the ωB97M-V functional and the def2-TZVPD basis
O -0.020 1.445 -0.761
N 2.609 -0.879 -0.636
N -1.032 -1.675 -0.310
C 1.694 -0.137 -0.188
C -2.740 0.201 0.129
C 0.666 0.505 -1.069
C 1.612 0.185 1.263
C -1.809 -0.859 -0.111
H -3.090 0.162 1.160
H -3.587 0.112 -0.550
H -2.227 1.148 -0.049
H 1.429 1.249 1.396
H 0.625 0.073 -2.090
H 2.573 -1.057 -1.639
H 0.770 -0.358 1.691
H 2.525 -0.116 1.766
```

The most stable of them is run iv.

Run i
DFT (the ωB97M-V functional and the def2-TZVPD basis) results for an isolated molecule of C5H8N2O.

Total charge ... 0
SMILES ... C1=C\NCCO\N=C/1
HOMO energy ... -8.242 eV

Structure (XYZ):
```
16
C5H8N2O | the Open Molecules 2025 dataset | the ωB97M-V functional and the def2-TZVPD basis
O -0.396 -1.214 -0.574
N 1.509 0.888 0.039
N -1.695 -0.950 -0.005
C 0.385 1.643 -0.070
C -0.941 1.433 -0.031
C 1.781 -0.559 -0.022
C 0.605 -1.419 0.360
C -1.831 0.289 0.170
H 2.129 -0.848 -1.042
H 0.642 2.705 0.015
H -2.850 0.534 0.551
H 0.865 -2.499 0.359
H 0.270 -1.210 1.413
H 2.360 1.461 -0.203
H -1.500 2.354 0.012
H 2.566 -0.680 0.807
```

Run ii
DFT (the ωB97M-V functional and the def2-TZVPD basis) results for C5H8N2O as an isolated structure.

Total charge ... 0
HOMO energy ... -7.955 eV

Structure (XYZ):
```
16
C5H8N2O | the Open Molecules 2025 dataset | the ωB97M-V functional and the def2-TZVPD basis
O -2.814 -0.503 -0.273
N 2.340 -0.542 -0.411
N -2.030 0.554 -0.205
C 0.303 1.426 -0.129
C -0.195 -1.091 0.378
C 1.527 0.579 0.136
C -0.718 0.309 0.168
C 0.889 -0.640 -0.585
H 0.069 1.718 -1.180
H 0.353 2.263 0.600
H 0.674 -0.541 -1.679
H 1.525 0.437 1.197
H 2.758 -0.984 0.406
H -0.881 -1.705 -0.001
H -0.140 -1.023 1.596
H -3.660 -0.258 -0.018
```

The most stable of them is run i.

Run i
DFT (the ωB97M-V functional and the def2-TZVPD basis) results for C5H8N2O as an isolated structure.

Total charge ... 0
HOMO energy ... -9.339 eV

Structure (XYZ):
```
16
C5H8N2O | the Open Molecules 2025 dataset | the ωB97M-V functional and the def2-TZVPD basis
O 1.799 3.413 -1.079
N 0.464 -1.769 0.139
N -0.606 -0.632 0.507
C -2.003 -1.188 0.098
C 1.383 -1.536 1.257
C 0.905 2.537 -0.936
C -0.210 0.438 -0.324
C 0.990 0.981 -0.823
H -2.132 -1.800 1.052
H 2.109 0.657 -0.472
H -2.220 -1.691 -0.928
H 1.405 -0.635 2.282
H -1.154 1.106 -0.541
H -2.672 -0.234 0.090
H 2.260 -2.319 0.997
H -0.319 2.671 -1.317
```

Run ii
DFT (the ωB97M-V functional and the def2-TZVPD basis) results for a 3-piece molecular cluster, C5H8N2O overall.

Total charge ... 0
HOMO energy (spin up / spin down) ... -6.952 / -6.156 eV

Structure (XYZ):
```
16
C5H8N2O | the Open Molecules 2025 dataset | the ωB97M-V functional and the def2-TZVPD basis
O -0.348 -3.138 1.382
N -1.538 -0.815 -0.011
N 0.814 2.010 -1.686
C 0.580 -2.900 0.643
C 0.345 1.567 -0.627
C 0.971 -0.662 -0.096
C -0.204 2.353 0.509
C -0.253 -0.597 -0.244
H 0.452 2.241 1.374
H -1.184 1.968 0.794
H 1.160 1.319 -2.353
H 1.303 -3.768 0.514
H -2.151 -0.788 -0.814
H -1.678 -1.622 0.605
H -0.292 3.411 0.245
H 2.023 -0.579 -0.235
```

The most stable of them is run ii.

Run i
DFT (the ωB97M-V functional and the def2-TZVPD basis) results for a 6-piece molecular cluster, C2H17NO5 overall.

Total charge ... 0
SMILES ... CCN.O.O.O.O.O
HOMO energy ... -8.910 eV

Structure (XYZ):
```
25
C2H17NO5 | the Open Molecules 2025 dataset | the ωB97M-V functional and the def2-TZVPD basis
O 0.259 1.798 -0.364
O 0.090 0.574 -2.611
O 2.476 -0.894 -1.239
O -2.736 0.063 -2.659
O 2.302 0.547 0.985
N -0.867 -0.445 0.203
C -1.226 -0.958 1.520
C -0.408 -0.519 2.761
H 3.050 1.066 0.665
H -0.766 0.539 -2.154
H 0.495 1.304 -2.118
H 0.133 2.760 -0.286
H 2.434 -1.859 -1.295
H 1.844 -0.535 -1.884
H 1.071 1.538 0.104
H 0.385 -1.249 2.985
H -1.123 -0.520 3.562
H -0.106 0.494 2.468
H -1.038 0.600 0.288
H 0.104 -0.548 -0.072
H -1.319 -2.070 1.585
H 2.506 -0.328 0.624
H -2.362 -0.766 -2.962
H -2.236 -0.539 1.621
H -2.962 -0.052 -1.725
```

Run ii
DFT (the ωB97M-V functional and the def2-TZVPD basis) results for a 6-piece molecular cluster, C2H17NO5 overall.

Total charge ... 0
SMILES ... CNC.O.O.O.O.O
HOMO energy ... -9.416 eV

Structure (XYZ):
```
25
C2H17NO5 | the Open Molecules 2025 dataset | the ωB97M-V functional and the def2-TZVPD basis
O -0.757 -1.739 -2.459
O -1.028 -2.443 1.199
O 0.744 -0.997 2.826
O -1.280 0.331 0.382
O -2.983 -0.229 -1.947
N 1.282 1.312 -0.589
C 1.129 2.641 0.013
C 1.914 0.371 0.313
H 1.947 2.938 0.678
H -1.353 -2.436 -2.770
H -0.106 -1.450 2.810
H -1.046 -1.619 0.670
H -1.074 0.550 1.298
H -0.708 -1.210 -3.269
H 1.026 3.430 -0.728
H -2.170 -0.770 -1.878
H -1.958 -2.518 1.452
H -0.441 0.464 -0.105
H 1.465 -1.510 2.457
H -2.909 0.380 -1.204
H 1.734 1.463 -1.474
H 3.003 0.507 0.457
H 0.234 2.669 0.627
H 1.777 -0.638 -0.081
H 1.558 0.504 1.325
```

The most stable of them is run ii.